Entry 1:
Formula: CH3N3S
Source: the Open Molecules 2025 dataset
Level of theory: ωB97M-V/def2-TZVPD

## Properties
Energy relative to the best compared isomer or geometry (same formula, charge and spin)   102.9 kcal per mole
E   -16384.8182 eV
E_LUMO (alpha / beta)   -0.88 / -0.74 eV
Orbital gap (alpha / beta)   8.562 / 8.341 eV
HOMO energy (alpha / beta)   -9.44 / -9.08 eV

```
8
Properties=species:S:1:pos:R:3:lowdin_charge:R:1
N -3.00 0.48 -0.08 -0.391
S -2.37 -0.70 -0.70 0.809
H 0.73 0.56 0.51 0.144
N -0.75 -0.78 -0.34 -0.353
H -0.69 1.20 -0.48 0.096
H -0.49 -1.74 -0.12 0.070
C -0.40 0.50 0.34 -0.520
N -1.07 0.67 1.50 0.145
```

***

Entry 2:
Formula: CH3N3S2
Source: the Open Molecules 2025 dataset
Level of theory: ωB97M-V/def2-TZVPD

## Properties
Energy relative to the best compared isomer or geometry (same formula, charge and spin)   25.6 kcal per mole
SMILES   NN1N=CSS1
E   -27223.3517 eV
E_LUMO   0.26 eV
Orbital gap   8.517 eV
HOMO energy   -8.26 eV

```
9
Properties=species:S:1:pos:R:3:lowdin_charge:R:1
H 0.32 1.62 2.09 0.044
S 2.37 -1.16 0.59 0.501
N 0.66 0.84 0.39 -0.109
H -0.24 -0.64 -1.83 0.100
C 0.69 0.80 1.62 -0.569
N 1.13 -0.22 -0.36 -0.536
N -0.07 -0.95 -0.83 0.002
H -0.79 -0.57 -0.21 0.055
S 1.76 -0.34 2.43 0.511
```

***

Entry 3:
Formula: CH3N3S2
Source: the Open Molecules 2025 dataset
Level of theory: ωB97M-V/def2-TZVPD

## Properties
Energy relative to the best compared isomer or geometry (same formula, charge and spin)   7.6 kcal per mole
E   -27221.9306 eV
E_LUMO (alpha / beta)   0.39 / -2.12 eV
Multiplicity   3
Orbital gap (alpha / beta)   7.076 / 6.584 eV
HOMO energy (alpha / beta)   -6.69 / -8.70 eV
⟨S²⟩   2.016

```
9
Properties=species:S:1:pos:R:3:mulliken_spin:R:1
N -0.13 -0.72 -0.51 0.569
N 0.97 -0.11 -0.09 0.148
H -0.47 0.61 -2.18 -0.004
N -0.59 -0.30 -1.68 0.218
H -1.57 -0.60 -1.81 0.004
H 2.19 0.44 1.29 0.010
C 1.19 0.23 1.16 0.091
S 0.05 0.63 2.26 0.235
S -1.64 -0.17 1.55 0.728
```

***

Entry 4:
Formula: CH3N4
Source: the Open Molecules 2025 dataset
Level of theory: ωB97M-V/def2-TZVPD

## Properties
Energy relative to the best compared isomer or geometry (same formula, charge and spin)   94.3 kcal per mole
E   -7034.5023 eV
E_LUMO   -6.68 eV
Total charge   +1
Orbital gap   9.987 eV
HOMO energy   -16.67 eV

```
8
Properties=species:S:1:pos:R:3:lowdin_charge:R:1
H 0.81 0.14 1.67 0.218
N -0.95 -0.84 -1.10 0.144
N -0.98 0.27 -1.68 0.162
N 0.34 -0.63 1.06 0.310
H 0.42 1.93 -0.47 0.258
H 0.33 -1.52 1.47 0.141
N 0.05 0.90 -0.84 0.082
C -0.03 -0.26 -0.11 -0.315
```

***

Entry 5:
Formula: CH3N4
Source: the Open Molecules 2025 dataset
Level of theory: ωB97M-V/def2-TZVPD

## Properties
Energy relative to the best compared isomer or geometry (same formula, charge and spin)   201.5 kcal per mole
E   -7029.8560 eV
E_LUMO (alpha / beta)   -8.26 / -8.26 eV
Total charge   +1
Orbital gap (alpha / beta)   8.160 / 8.159 eV
HOMO energy (alpha / beta)   -16.42 / -16.42 eV

```
8
Properties=species:S:1:pos:R:3:lowdin_charge:R:1
N 1.38 -1.21 0.05 0.182
H 1.45 -1.33 1.08 0.054
N -1.38 1.35 0.64 0.275
N -0.90 0.95 -0.76 0.191
C 0.00 0.36 -0.05 -0.042
N -0.32 0.91 1.15 0.117
H -1.24 1.05 -1.68 0.153
H 1.01 -2.06 -0.43 0.070
```

***

Entry 6:
Formula: CH3N4O
Source: the Open Molecules 2025 dataset
Level of theory: ωB97M-V/def2-TZVPD

## Properties
Energy relative to the best compared isomer or geometry (same formula, charge and spin)   54.0 kcal per mole
SMILES   [NH3+]/N=N/N=C=O
E   -9081.7161 eV
E_LUMO   -5.81 eV
Total charge   +1
Orbital gap   9.307 eV
HOMO energy   -15.12 eV

```
9
Properties=species:S:1:pos:R:3:lowdin_charge:R:1
N -0.21 -1.25 0.05 0.048
N 0.19 -1.89 -0.99 -0.002
H -0.87 0.41 -0.73 0.189
H 0.90 0.30 -0.68 0.223
H -0.10 0.48 0.79 0.119
O -0.54 -5.41 -1.40 0.222
N 0.15 -3.14 -1.12 0.128
C -0.29 -4.27 -1.11 -0.139
N -0.04 0.22 -0.13 0.213
```

***

Entry 7:
Formula: CH3N4O2
Source: the Open Molecules 2025 dataset
Level of theory: ωB97M-V/def2-TZVPD

## Properties
Energy relative to the best compared isomer or geometry (same formula, charge and spin)   0.0 kcal per mole
E   -11140.2206 eV
E_LUMO   4.23 eV
Total charge   -1
Orbital gap   8.960 eV
HOMO energy   -4.73 eV

```
10
Properties=species:S:1:pos:R:3:lowdin_charge:R:1
H -1.41 0.56 -0.50 0.025
C 0.45 2.86 -0.27 -0.644
N 0.29 1.75 -0.57 0.009
N -0.74 -1.59 0.54 -0.156
H 1.17 -1.49 -0.02 0.039
H 0.34 0.07 -0.13 0.005
O -2.07 0.19 0.12 -0.110
N -1.85 -1.07 0.59 -0.143
N 0.39 -0.95 0.20 0.015
O 0.68 4.01 -0.08 -0.041
```

***

Entry 8:
Formula: CH3N4Si
Source: the Open Molecules 2025 dataset
Level of theory: ωB97M-V/def2-TZVPD

## Properties
Energy relative to the best compared isomer or geometry (same formula, charge and spin)   33.2 kcal per mole
E   -14922.2618 eV
E_LUMO   4.41 eV
Total charge   -1
Orbital gap   8.453 eV
HOMO energy   -4.05 eV

```
9
Properties=species:S:1:pos:R:3:lowdin_charge:R:1
Si 0.04 0.17 -0.10 0.225
N -1.76 0.38 -0.67 -0.127
N -2.74 0.76 -0.13 -0.440
H 0.01 -0.88 0.81 -0.127
H 0.33 -0.61 -1.33 -0.090
H -0.56 1.27 1.15 -0.061
N -3.72 1.01 0.41 0.069
N 2.50 1.95 0.04 -0.006
C 1.54 1.34 -0.08 -0.443
```